No. 1
C2HNO2S | ωB97M-V/def2-TZVPD

* DFT total energy: -18506.6558 eV
* gap between HOMO and LUMO (spin up / spin down): 7.77 / 8.16 eV
* LUMO (spin up / spin down): -1.511 / -1.380 eV
* F_max: 2.79 eV/A

Last column: natural (NBO) charge in e.
CARTESIAN COORDINATES (ANGSTROEM)
H -0.60277 -0.18154 -1.10777  0.20
C -0.35749 0.44717 -0.22888  0.06
S 0.29461 -1.71280 1.11950  1.28
O -0.84940 -2.51369 0.75791  -0.81
N 1.01916 2.52500 -0.78357  -0.26
O 0.15736 -0.18794 0.79077  -0.64
C 0.33854 1.62379 -0.54795  0.17

***

No. 2
C11H16N4O4S | ωB97M-V/def2-TZVPD

* DFT total energy: -36650.4101 eV
* structure (SMILES): N[C@]1(CCSc2nnco2)CNC(=O)[C@@H]1CCC(=O)O
* gap between HOMO and LUMO: 9.44 eV
* LUMO: 0.511 eV
* F_max: 3.26 eV/A

Last column: natural (NBO) charge in e.
CARTESIAN COORDINATES (ANGSTROEM)
C -2.61507 2.26157 -0.53776  0.31
H 2.27307 -1.99778 -1.26530  0.23
C -0.22783 -1.64559 -1.70697  0.72
C -2.64626 -0.60972 0.21796  -0.54
H -1.74694 5.28520 -1.18623  0.22
C 0.55694 -0.57791 -0.79661  -0.36
O 3.10527 2.10188 -0.71801  -0.57
H -0.79083 -3.61310 -1.23790  0.40
C 2.05157 -0.90901 -1.15182  -0.39
C 3.12346 -0.29585 -0.17038  -0.53
N 0.84214 -0.86767 1.80800  -0.85
H -2.51450 -1.61272 -0.25608  0.24
H -1.15421 0.79888 1.21719  0.25
O -2.35771 3.17146 -1.53721  -0.42
H -3.55467 -0.67108 0.88000  0.23
C -1.37008 -0.28865 1.08874  -0.42
C -2.05104 4.30285 -0.78077  0.25
H 0.64734 -3.12859 1.11093  0.21
H 0.71497 0.10080 2.11306  0.37
N -2.52896 2.75302 0.70558  -0.33
H 0.51840 -1.50550 2.53627  0.35
H -1.55504 -0.71458 2.11454  0.22
H 3.15064 -0.92517 0.74878  0.26
H 2.24521 -0.45155 -2.16470  0.23
O -0.71822 -1.46112 -2.78843  -0.57
N -2.15601 4.05307 0.52101  -0.28
H -1.13620 -2.87250 0.90446  0.18
C -0.03758 -1.01612 0.58353  0.15
C 2.96410 1.22370 0.08839  0.80
H 0.21055 0.44602 -1.09096  0.25
C -0.12555 -2.60876 0.48726  -0.24
O 2.66847 1.59808 1.41728  -0.73
N -0.15737 -2.86538 -0.96407  -0.67
H 3.25325 2.36280 1.58866  0.49
S -3.01150 0.60666 -1.11510  0.27
H 4.13019 -0.42767 -0.66338  0.24

***

No. 3
C10H19N3O4 | ωB97M-V/def2-TZVPD

* DFT total energy: -23337.5519 eV
* structure (SMILES): CC(C)[C@H](NC(=O)[C@@H](N)CCC(N)=O)C(=O)O
* gap between HOMO and LUMO: 9.90 eV
* LUMO: 0.234 eV
* F_max: 5.29 eV/A

Last column: natural (NBO) charge in e.
CARTESIAN COORDINATES (ANGSTROEM)
H 2.91143 -0.71875 1.99739  0.22
C 0.08062 0.68755 0.35328  0.69
H 1.16362 -1.64638 1.17424  0.52
H 2.57589 1.03514 2.12371  0.21
N 0.88812 0.44369 -0.68571  -0.60
H 4.14140 2.45072 -0.25302  0.22
H -1.03913 3.85314 -0.33965  0.40
O 2.46106 -2.59998 -1.33306  -0.59
H -5.04255 0.74978 -0.74803  0.38
C 2.07172 -0.30693 -0.78431  -0.16
H -2.90731 1.88720 0.54311  0.21
N -0.77652 2.87529 -0.61107  -0.90
H -2.16249 0.81389 1.57790  0.23
C -2.54073 -0.16207 -0.37439  -0.52
H 0.77365 1.25416 -1.35640  0.41
C -2.20473 1.12363 0.52849  -0.38
H -0.88943 2.72853 -1.59760  0.38
H -1.91258 -1.01553 -0.61509  0.26
C 3.26076 0.36117 0.04669  -0.22
H 3.59086 1.77007 -1.75885  0.21
H 2.44531 2.25262 -0.59205  0.19
N -5.09881 -0.14193 -0.40310  -0.86
C 2.07859 -1.82952 -0.47483  0.78
O -3.91335 -2.02399 0.36894  -0.59
O 1.69310 -2.29271 0.67428  -0.67
C 3.43502 1.77032 -0.62030  -0.62
C 3.21865 0.21457 1.64518  -0.62
O 0.02797 -0.12500 1.30829  -0.69
H -5.89785 -0.51088 0.13690  0.41
H -2.69232 0.32838 -1.36790  0.20
H 4.17662 0.38715 2.15051  0.22
H 2.19117 -0.37618 -1.91019  0.25
C -0.86310 1.83028 0.40210  -0.14
H -0.78864 2.26613 1.40407  0.24
C -3.88856 -0.89096 -0.15735  0.69
H 4.23327 -0.20346 -0.20499  0.22

***

No. 4
C6H10N2 | ωB97M-V/def2-TZVPD

* DFT total energy: -9360.0967 eV
* structure (SMILES): [H]/N=N\C(=C)CCC=C
* gap between HOMO and LUMO: 8.95 eV
* LUMO: 0.402 eV
* F_max: 3.32 eV/A

Last column: natural (NBO) charge in e.
CARTESIAN COORDINATES (ANGSTROEM)
H 2.10338 -2.62925 -0.22476  0.20
H 0.39584 -1.37307 0.80374  0.21
H -2.95092 -0.89411 -1.62514  0.27
C 1.20654 -0.86207 0.36443  -0.17
H -1.55087 1.67616 1.60474  0.21
C 1.13815 0.59856 0.33846  -0.42
H 2.95033 -1.07482 -0.90940  0.19
C -1.22667 0.53681 -0.01915  0.11
H 0.02579 2.25968 -0.07298  0.22
C 0.00123 1.25615 -0.50709  -0.44
H 0.23755 1.12872 -1.57775  0.23
N -1.16293 -0.70963 -0.64574  -0.13
C -1.91412 0.83878 1.09358  -0.45
H 2.12485 0.92412 0.00702  0.21
H 1.08137 1.12423 1.38137  0.20
N -2.01668 -1.39778 -1.23617  -0.26
H -2.61010 0.12019 1.49164  0.22
C 2.16724 -1.52269 -0.26677  -0.41